The following is a DFT calculation (the ωB97M-V functional and the def2-TZVPD basis) of 7 unconnected molecules or ions with the total composition C52H116F6N6P at a distorted geometry.

```
181
Properties=species:S:1:pos:R:3:forces:R:3:lowdin_charge:R:1
P -0.33157 -1.06450 0.27326 -1.325 -0.978 -0.979 0.10
F 0.22158 -2.56031 0.36376 0.252 -1.366 -0.324 -0.18
F -1.84882 -1.51855 0.66246 -0.482 -0.873 -0.610 -0.20
F -0.10530 -1.03973 1.84914 0.938 1.867 1.137 -0.17
F -0.98583 0.41383 0.11644 1.178 0.476 0.441 -0.18
F 1.16282 -0.55541 -0.08745 -0.306 0.614 0.552 -0.17
F -0.60483 -1.33731 -1.30451 -0.228 0.284 -0.111 -0.19
C 3.32196 4.72497 -3.37444 -0.139 0.490 -0.518 -0.10
C 3.49546 6.29442 -3.32327 -0.615 -2.493 -1.368 -0.19
C 4.11817 6.76824 -4.70868 -0.441 0.434 2.317 -0.08
N 4.43030 8.27693 -4.62009 0.105 -1.014 -0.698 -0.25
C 5.60230 8.45334 -3.68691 -0.626 1.328 -0.119 0.02
C 4.66986 8.82027 -6.07400 -0.227 -0.878 0.793 -0.05
C 3.25921 9.09498 -6.58106 -0.062 0.066 -1.279 -0.16
C 2.30927 9.27953 -5.40728 0.921 -0.570 0.523 -0.13
C 3.22740 9.10445 -4.18727 0.378 2.108 -0.095 -0.11
H 4.27432 4.24768 -3.60532 -0.065 -0.139 0.014 0.07
H 2.57721 4.43138 -4.11421 0.192 0.058 -0.338 0.07
H 2.92152 4.29810 -2.45491 0.290 0.336 0.267 0.07
H 4.12877 6.37875 -2.44016 0.089 1.027 -0.311 0.11
H 2.46743 6.61943 -3.16320 0.331 0.720 0.119 0.10
H 3.52332 6.61410 -5.60895 -0.371 -0.100 0.399 0.13
H 5.02981 6.17854 -4.80499 0.272 0.531 -0.308 0.13
H 5.93976 9.48860 -3.73635 0.049 0.038 -0.453 0.11
H 6.43608 7.80687 -3.96075 -0.355 -0.170 0.281 0.12
H 5.20513 8.41209 -2.67268 0.367 -0.805 -0.024 0.10
H 5.32654 9.68933 -6.03384 -0.286 0.084 0.301 0.14
H 5.19568 8.05339 -6.64276 -0.015 -0.061 0.151 0.14
H 3.30101 9.94958 -7.25637 -0.080 0.141 0.203 0.13
H 2.81810 8.31033 -7.19576 0.636 -0.276 -0.135 0.12
H 1.83573 10.25677 -5.50154 -0.196 -0.248 0.637 0.13
H 1.60024 8.45185 -5.38901 -0.379 0.383 -0.135 0.11
H 3.72298 10.04985 -3.96649 -0.065 0.353 -0.210 0.13
H 2.70725 8.93623 -3.24427 0.384 -1.180 -0.124 0.13
C 3.45774 -1.96702 -4.83001 -0.583 -0.793 1.327 -0.08
C 3.74025 -3.47884 -4.61462 -0.874 -1.467 0.233 -0.20
C 3.17766 -4.12240 -3.24076 0.514 0.523 -0.745 -0.07
N 3.64438 -5.58040 -2.88501 0.378 0.906 1.059 -0.24
C 5.05919 -5.52432 -2.29555 -0.685 0.866 -1.209 0.05
C 3.61313 -6.49527 -4.08399 -0.483 1.856 -0.492 -0.12
C 3.31939 -7.85585 -3.57399 1.089 -1.766 -0.426 -0.15
C 2.81599 -7.72871 -2.13555 -1.279 -0.689 -0.331 -0.14
C 2.66158 -6.24889 -1.89132 0.111 0.592 0.217 -0.09
H 2.53208 -1.71273 -4.31370 -0.184 0.004 0.135 0.07
H 3.25214 -1.68812 -5.86347 0.673 -0.173 0.011 0.08
H 4.22447 -1.38201 -4.32207 0.092 0.176 -0.506 0.08
H 4.79491 -3.71711 -4.75251 0.148 0.189 0.355 0.10
H 3.26526 -4.06684 -5.39995 -0.134 0.212 -0.207 0.09
H 2.09214 -4.20084 -3.18077 -0.003 0.115 -0.667 0.12
H 3.41239 -3.40093 -2.45815 0.437 -0.556 0.492 0.12
H 5.64620 -5.03960 -3.07566 0.048 0.295 0.159 0.10
H 5.56264 -6.48447 -2.18261 -0.709 -0.160 0.562 0.12
H 4.96362 -4.85586 -1.43991 0.465 -0.525 0.186 0.11
H 4.53267 -6.34326 -4.64917 -0.001 -0.237 0.110 0.15
H 2.80806 -6.07378 -4.68591 -0.098 -0.321 -0.160 0.13
H 4.20192 -8.48627 -3.68278 0.272 0.090 0.504 0.13
H 2.65081 -8.39770 -4.24294 -0.453 0.356 0.187 0.13
H 3.33849 -8.27740 -1.35194 0.507 0.266 -0.318 0.13
H 1.82856 -8.18981 -2.15720 -0.130 0.115 0.382 0.12
H 2.79918 -5.95957 -0.84947 0.848 0.204 -0.142 0.13
H 1.65546 -5.86350 -2.05656 0.054 -0.143 -0.763 0.13
C 0.06436 -3.51271 7.73650 -0.582 -0.441 -0.499 -0.07
C -0.71573 -3.86170 6.41925 -0.806 -0.585 0.144 -0.20
C -1.85667 -4.92636 6.62731 0.721 -0.092 -0.415 -0.11
N -2.53305 -5.47676 5.33438 -0.160 1.591 -0.450 -0.24
C -1.43216 -6.07364 4.37909 -1.190 -0.086 -0.078 -0.08
C -2.02998 -6.78844 3.12444 -0.338 0.624 1.425 -0.15
C -2.97928 -7.89857 3.59026 0.635 -0.270 -0.516 -0.20
C -4.04950 -7.46819 4.56336 0.207 0.424 2.138 -0.13
C -3.52757 -6.53218 5.79870 0.289 -1.615 -1.833 -0.06
C -3.26056 -4.35035 4.55907 1.098 -0.106 -0.102 0.03
H -0.60082 -3.23834 8.55525 -0.055 0.022 -0.086 0.08
H 0.80366 -2.71877 7.63067 -0.277 0.133 -0.396 0.07
H 0.64824 -4.37411 8.06080 -0.185 -0.175 0.009 0.08
H -0.02687 -4.32351 5.71193 0.184 0.160 0.083 0.09
H -1.17282 -3.02464 5.89152 0.290 0.430 0.334 0.10
H -2.69975 -4.65917 7.26443 0.208 0.468 0.018 0.14
H -1.37195 -5.78552 7.09097 -0.193 -0.219 -0.049 0.13
H -0.84684 -6.74715 5.00507 -0.170 -0.207 0.000 0.14
H -0.76499 -5.27190 4.06255 -0.352 0.170 0.170 0.12
H -1.14674 -7.15949 2.60453 -0.266 -0.131 -0.268 0.12
H -2.56042 -6.06139 2.50951 0.277 0.053 -0.185 0.11
H -2.30688 -8.66452 3.97666 -0.305 -0.218 0.501 0.12
H -3.53218 -8.39144 2.79059 0.362 0.149 -0.397 0.12
H -4.46896 -8.36981 5.00971 0.371 -0.138 0.504 0.12
H -4.96933 -7.15280 4.07087 0.332 1.081 -0.130 0.11
H -2.90398 -7.08596 6.50053 -0.297 -0.631 -0.193 0.12
H -4.35277 -6.14131 6.39398 0.126 0.573 -0.369 0.14
H -2.48675 -3.68204 4.18133 0.091 -0.246 -0.271 0.09
H -3.90513 -3.67344 5.11982 -0.127 -0.786 0.684 0.11
H -3.80417 -4.78267 3.71902 0.062 -0.031 0.276 0.10
C 4.78829 -2.97876 3.60363 -1.770 -0.851 -0.378 -0.10
C 5.38188 -1.63335 3.75425 2.148 0.998 0.111 -0.27
C 4.59465 -0.68561 4.65710 -0.163 0.648 -0.208 -0.09
N 4.90132 0.87084 4.53732 -1.324 -1.952 0.350 -0.22
C 3.97861 1.64908 5.58579 1.205 0.742 -0.273 -0.05
C 4.33863 3.14041 5.65401 1.365 0.537 -0.429 -0.16
C 5.85791 3.37164 5.86160 0.093 -0.470 -0.676 -0.18
C 6.70680 2.65317 4.83449 -0.963 0.604 -0.548 -0.18
C 6.34532 1.18408 4.79053 1.200 0.146 0.927 -0.13
C 4.49851 1.14634 3.09660 1.251 1.444 1.635 0.04
H 5.48565 -3.76013 3.30154 0.160 0.169 0.431 0.09
H 4.08196 -2.90782 2.77647 -0.343 -0.231 -0.002 0.08
H 4.19315 -3.26350 4.47128 0.266 -0.390 0.128 0.08
H 5.55865 -1.31922 2.72556 -0.067 0.695 0.176 0.11
H 6.37602 -1.75554 4.18422 0.162 0.189 0.090 0.12
H 4.72127 -1.01504 5.68837 -0.023 0.340 0.064 0.14
H 3.54430 -0.73990 4.37085 -0.124 0.036 0.303 0.12
H 4.20714 1.30735 6.59528 -0.131 -0.910 -0.297 0.14
H 2.93354 1.52703 5.30114 0.212 -0.451 -0.005 0.13
H 3.96295 3.68375 6.52104 -1.013 -0.575 -0.079 0.13
H 3.99900 3.64712 4.75068 -0.022 0.194 0.017 0.11
H 6.16539 2.95600 6.82119 -0.172 0.292 0.353 0.12
H 6.14442 4.42161 5.80178 -0.433 0.074 0.396 0.13
H 7.74984 2.84509 5.08615 0.104 -0.621 -0.150 0.14
H 6.54610 3.08883 3.84835 0.091 0.186 -0.166 0.11
H 6.57052 0.82987 5.79648 -0.161 -0.521 0.010 0.15
H 7.05424 0.71392 4.10900 -0.689 -0.578 -0.266 0.14
H 5.27760 0.66844 2.50269 -0.524 0.124 -0.258 0.10
H 4.65440 2.22498 3.11500 -0.523 0.045 -1.116 0.09
H 3.47281 0.82662 2.91268 0.263 0.089 -0.074 0.12
C -7.20848 -3.87450 -7.04629 0.077 0.154 -0.001 -0.08
C -7.05749 -2.49758 -6.39513 0.377 0.578 -0.261 -0.23
C -5.68530 -1.80510 -6.69144 0.187 -0.695 1.417 -0.09
N -5.22055 -0.70786 -5.62763 -0.443 -1.449 -0.653 -0.20
C -3.81309 -0.28830 -6.10258 -0.141 1.848 0.739 -0.11
C -3.28067 0.91598 -5.25449 -1.624 0.095 -0.723 -0.14
C -4.38528 2.04101 -5.34493 -0.504 -0.874 1.531 -0.16
C -5.78415 1.60948 -4.75872 0.388 -1.654 -1.253 -0.14
C -6.34338 0.39235 -5.57873 2.194 0.792 0.880 -0.07
C -5.07093 -1.37397 -4.19080 -0.367 0.380 -1.272 0.05
H -7.48391 -3.77810 -8.09651 -0.044 -0.083 0.061 0.09
H -8.01203 -4.36906 -6.50057 0.026 -0.235 -0.324 0.09
H -6.31232 -4.49325 -6.99996 0.022 0.029 0.184 0.08
H -7.27560 -2.59253 -5.33141 0.571 -0.014 0.195 0.10
H -7.90805 -1.91503 -6.74907 0.234 0.406 -0.186 0.11
H -5.54468 -1.47890 -7.72194 -0.583 0.961 0.191 0.14
H -4.85502 -2.50957 -6.64176 -0.214 -0.494 0.459 0.11
H -3.85214 0.11088 -7.11611 -0.596 -0.327 -0.145 0.13
H -3.13257 -1.13914 -6.13492 -0.376 -0.194 0.383 0.13
H -2.42705 1.35101 -5.77429 0.300 -0.414 0.247 0.11
H -3.02505 0.59080 -4.24601 0.101 0.342 -0.016 0.10
H -4.41148 2.32802 -6.39614 -0.409 0.243 0.067 0.12
H -4.17059 2.90435 -4.71514 0.700 0.106 -0.381 0.11
H -6.51613 2.41584 -4.80433 0.117 -0.011 0.054 0.12
H -5.67603 1.25503 -3.73365 0.106 0.454 0.191 0.10
H -6.52651 0.81298 -6.56748 -0.128 -0.836 -0.256 0.14
H -7.18429 -0.12877 -5.12114 -0.069 0.313 -0.295 0.12
H -6.05229 -1.56873 -3.75825 -0.018 0.336 -0.237 0.10
H -4.49279 -0.72208 -3.53590 -0.148 -0.024 -0.289 0.09
H -4.58385 -2.34598 -4.26851 0.179 0.218 -0.402 0.11
C -1.06223 5.77658 1.74810 0.694 -0.806 1.454 -0.07
C -1.91387 4.91053 2.72084 -0.615 -0.873 -0.307 -0.22
C -3.15834 4.35145 2.01536 -1.733 1.827 -0.076 -0.13
N -4.31921 3.77734 2.87770 -0.177 0.931 2.004 -0.23
C -3.73175 2.71344 3.86949 -1.870 -0.486 -1.934 -0.05
C -4.89327 1.84430 4.48846 2.177 0.122 -0.077 -0.15
C -5.77797 1.28858 3.45067 -1.261 -1.499 -0.625 -0.24
C -6.43887 2.37387 2.69482 -1.041 0.726 -0.382 -0.18
C -5.42115 3.18189 1.96440 2.274 0.232 -0.638 -0.10
C -4.93170 4.92148 3.76250 0.686 -0.745 -0.775 0.05
H -0.24651 6.18694 2.34335 0.142 -0.072 0.130 0.07
H -1.49415 6.67839 1.31416 -0.560 -0.563 -0.296 0.09
H -0.56966 5.07185 1.07816 -0.262 0.465 -0.635 0.08
H -2.12616 5.41546 3.66322 -0.208 0.205 -0.213 0.10
H -1.42579 3.97270 2.98607 0.975 0.375 0.183 0.10
H -2.90094 3.69915 1.18088 -0.049 -0.585 0.461 0.14
H -3.66018 5.19424 1.54003 -0.082 0.132 -0.203 0.12
H -3.22325 2.13756 3.09625 0.414 -0.717 0.578 0.13
H -2.99857 3.14573 4.55041 -0.435 0.247 -0.031 0.13
H -4.37854 0.97628 4.90042 0.020 0.329 0.855 0.12
H -5.51982 2.38475 5.19799 0.470 -0.045 0.349 0.13
H -5.37059 0.54630 2.76426 1.012 0.353 -0.235 0.13
H -6.54147 0.62823 3.86191 -0.243 0.382 0.700 0.13
H -7.15381 1.92320 2.00647 0.017 0.376 -0.301 0.14
H -7.01259 3.01826 3.36094 -0.190 -0.019 0.069 0.13
H -4.82707 2.53566 1.31821 -0.084 -0.345 -0.110 0.13
H -5.71085 3.99385 1.29738 -0.526 0.149 0.429 0.14
H -4.08699 5.24952 4.36826 -0.399 0.402 -0.084 0.09
H -5.73995 4.58697 4.41283 0.301 -0.527 -0.140 0.10
H -5.37754 5.68923 3.13014 0.478 0.054 -0.117 0.11
```
Forces are in eV/Å.

The calculation puts the highest occupied orbital energy at -19.01 eV. The electronic energy comes out at -90299.8117 eV. Its total charge is +5. Its spin multiplicity is 1. The HOMO-LUMO gap comes out at 11.349 eV. The energy above the lowest of the compared OMol25 structures with the same formula, charge and spin comes out at 1.8601 eV. As for the LUMO energy: -7.67 eV.